63
Properties=species:S:1:pos:R:3 method="wB97M-V/def2-TZVPD" homo_ev=-7.80 total_energy_ev=-98207.215 total_charge=0
Ti 0.322 0.001 -0.497
O -2.129 2.988 0.882
C -1.556 2.119 0.263
O -0.513 1.449 0.643
C -2.061 1.700 -1.105
C -2.986 2.440 -1.811
C -3.352 1.992 -3.071
C -2.779 0.832 -3.573
C -1.846 0.157 -2.805
N -1.504 0.589 -1.589
H -3.387 3.337 -1.363
H -4.067 2.549 -3.663
H -3.025 0.460 -4.557
H -1.322 -0.718 -3.168
C 3.979 0.956 2.058
C 3.001 0.962 1.054
N 1.902 0.242 1.124
C 1.711 -0.537 2.217
C 2.628 -0.603 3.270
C 3.795 0.177 3.166
C 2.357 -1.449 4.396
C 1.229 -2.187 4.458
C 0.270 -2.144 3.393
C -0.919 -2.894 3.399
C -1.781 -2.808 2.339
C -1.452 -1.968 1.268
N -0.351 -1.250 1.248
C 0.510 -1.325 2.284
H 4.864 1.563 1.932
H 3.115 1.565 0.164
H 4.529 0.148 3.961
H 3.084 -1.482 5.198
H 1.028 -2.825 5.309
H -1.137 -3.537 4.243
H -2.701 -3.375 2.309
H -2.099 -1.885 0.404
O 1.375 -1.464 -0.853
O 0.125 -1.468 -1.521
S 1.838 -0.602 -4.269
P 2.621 0.809 -3.185
S 1.406 1.775 -1.805
C 3.300 2.173 -4.193
C 3.188 3.516 -3.850
C 3.771 4.492 -4.647
C 4.475 4.133 -5.786
C 4.589 2.794 -6.134
C 4.001 1.819 -5.345
C 4.064 0.268 -2.210
C 4.179 -1.064 -1.830
C 5.224 -1.462 -1.006
C 6.167 -0.538 -0.578
C 6.071 0.789 -0.980
C 5.020 1.192 -1.789
H 2.638 3.802 -2.963
H 3.671 5.536 -4.376
H 4.929 4.896 -6.406
H 5.130 2.507 -7.026
H 4.064 0.774 -5.625
H 3.442 -1.774 -2.177
H 5.305 -2.499 -0.708
H 6.987 -0.854 0.055
H 6.819 1.508 -0.669
H 4.949 2.227 -2.101

15
Properties=species:S:1:pos:R:3 method="wB97M-V/def2-TZVPD" homo_ev=-7.68 total_energy_ev=-9762.762 smiles="C1=NCC2=CCNN12" total_charge=0
C 1.759 0.963 0.521
N 2.315 0.873 -0.598
C 1.311 0.082 -1.375
C 0.028 -0.039 -0.575
C -1.277 -0.079 -0.757
C -1.739 -0.264 0.775
N -0.555 0.146 1.569
N 0.450 0.378 0.636
H 2.362 1.099 1.457
H 0.859 0.396 -2.281
H 1.735 -0.867 -1.709
H -2.352 -0.468 -1.388
H -2.007 -1.429 0.926
H -2.721 0.230 0.959
H -0.166 -1.021 1.839

8
Properties=species:S:1:pos:R:3 method="wB97M-V/def2-TZVPD" homo_ev="-6.14 / -9.25" total_energy_ev=-26289.774 spin_multiplicity=3 total_charge=0 s_squared=2.012
C -0.137 0.507 -0.026
N 1.056 -0.207 -0.330
O -0.848 0.462 1.150
S -1.114 -0.192 -1.530
S 0.492 -1.570 -1.231
H -1.016 -0.383 1.626
H -0.081 1.709 -0.132
H 1.648 -0.326 0.472